No. 1
{
  "formula": "C47H43GeN2OPRh",
  "method": "ωB97M-V/def2-TZVPD",
  "lumo_energy_ev": -10.723,
  "e_tot_ha": -4529.4667,
  "charge": 3,
  "symbols": ["Rh", "Ge", "P", "O", "N", "N", "C", "C", "C", "C", "C", "C", "C", "C", "C", "C", "C", "C", "C", "C", "C", "C", "C", "C", "C", "C", "C", "C", "C", "C", "C", "C", "C", "C", "C", "C", "C", "C", "C", "C", "C", "C", "C", "C", "C", "C", "C", "C", "C", "C", "C", "C", "C", "H", "H", "H", "H", "H", "H", "H", "H", "H", "H", "H", "H", "H", "H", "H", "H", "H", "H", "H", "H", "H", "H", "H", "H", "H", "H", "H", "H", "H", "H", "H", "H", "H", "H", "H", "H", "H", "H", "H", "H", "H", "H", "H"],
  "positions_angstrom": [[-0.1890, -1.1931, 0.0801], [-2.3293, -1.4196, -1.3659], [2.0535, -0.8787, -0.2244], [-0.4734, 0.8283, 0.3249], [0.1355, -3.1998, -0.0433], [0.5902, -5.1611, -0.8707], [-3.4037, -5.2899, -0.3696], [1.9773, 0.5469, -1.3119], [1.2137, 0.4218, -2.4750], [5.4989, -3.5262, -1.4727], [-0.6667, 5.4810, -0.7682], [1.3518, -0.6486, 2.4027], [-0.9234, -1.4050, 2.8897], [0.2532, 7.3432, 0.6341], [-4.1113, -3.9102, 1.4853], [-0.5397, 3.1797, -0.0436], [3.8386, 0.2731, 3.2668], [-2.9893, -2.9152, -0.4051], [3.6405, -0.0331, 1.9024], [-3.8885, 0.5546, -2.5758], [4.6371, -3.9410, -0.4586], [-5.1840, 2.2559, -1.4826], [4.1706, -1.5560, -1.8529], [-0.0336, 5.8932, 0.4086], [3.5505, -3.1583, -0.1236], [0.0944, -1.1594, 2.0327], [0.0606, 3.5927, 1.1796], [0.4906, -3.8557, -1.1385], [-3.5993, -2.7909, 0.8534], [2.6602, 2.7435, -2.0002], [0.2974, 4.9377, 1.3705], [-0.7456, 1.8272, -0.3921], [-0.7018, -1.1285, 4.2722], [-2.8779, -4.1805, -1.0042], [-4.7968, 1.6023, -2.6426], [1.1778, 1.4538, -3.3979], [5.2700, -2.3439, -2.1614], [2.6978, 1.7117, -1.0707], [0.4986, -0.6352, 4.6932], [1.9081, 2.6138, -3.1588], [2.8278, 0.0955, 4.1717], [0.2958, -5.3618, 0.4543], [-4.6649, 1.8771, -0.2448], [2.4046, -0.4526, 1.4756], [-4.0090, -5.1556, 0.8773], [-1.6448, 3.7887, -2.2946], [-3.4012, 0.1436, -1.3292], [3.3344, -1.9504, -0.8047], [1.5541, -0.3889, 3.7749], [-0.9363, 4.1547, -1.0143], [0.4402, 2.6369, 2.2701], [0.0168, -4.1367, 0.9668], [-3.7689, 0.8290, -0.1630], [-2.5495, 3.2076, -2.1043], [2.8864, -3.4655, 0.6780], [0.6057, 1.3490, -4.3105], [4.8234, -4.8666, 0.0683], [-5.1986, 1.9061, -3.5997], [-1.4962, -1.3209, 4.9803], [-1.1876, 1.6428, -1.3733], [3.2863, 1.8198, -0.1684], [-3.7280, -1.8171, 1.3105], [-4.4183, -6.0278, 1.3699], [0.3120, -6.3357, 0.9103], [-1.0046, 3.2108, -2.9635], [-3.3560, -6.2604, -0.8450], [3.2336, 3.6434, -1.8245], [1.2563, 1.9878, 1.9470], [-2.4305, -4.2894, -1.9859], [0.6900, -3.4260, -2.1067], [0.7783, 7.7667, -0.2228], [-0.9648, 6.2282, -1.4933], [0.7637, 3.1886, 3.1502], [4.8063, 0.6261, 3.5953], [0.6777, -0.5036, -2.6875], [-5.8994, 3.0658, -1.5381], [-4.9751, 2.3962, 0.6519], [-1.8747, -1.8025, 2.5628], [-3.6018, 0.0406, -3.4863], [4.4649, 0.0705, 1.2064], [-3.3689, 0.5443, 0.8034], [-1.9389, 4.6907, -2.8260], [6.3518, -4.1388, -1.7329], [-4.6092, -3.8149, 2.4410], [0.8507, -5.8760, -1.5340], [0.6680, -0.4428, 5.7447], [3.9874, -0.6442, -2.4047], [0.8445, 7.5085, 1.5309], [-2.0185, -1.8366, -2.8107], [-0.2474, -3.8648, 1.9720], [2.9994, 0.2976, 5.2220], [-0.3907, 1.9876, 2.5483], [0.7501, 5.2654, 2.2980], [1.8970, 3.4159, -3.8848], [-0.6839, 7.8961, 0.7312], [5.9466, -2.0323, -2.9451]],
  "atomic_forces_ev_per_a": [[0.98, -0.55, -0.23], [-2.02, -0.39, -0.65], [-0.22, 1.35, 0.15], [0.12, 0.00, 0.27], [0.11, 0.00, 0.08], [-0.03, -0.02, 0.00], [-0.03, 0.00, -0.03], [0.28, -0.06, -0.14], [0.08, -0.07, -0.06], [0.00, -0.03, -0.02], [-0.03, -0.05, 0.01], [-0.06, -0.15, 0.12], [0.20, 0.13, 0.35], [-0.04, -0.03, -0.01], [-0.04, 0.01, 0.03], [-0.09, 0.06, -0.13], [0.01, -0.04, -0.12], [0.39, -0.14, 0.48], [-0.01, 0.14, 0.11], [0.01, 0.01, 0.05], [-0.05, 0.02, -0.04], [-0.02, -0.01, 0.02], [0.04, -0.07, 0.05], [0.00, 0.06, 0.04], [0.14, 0.05, 0.05], [-0.42, -0.01, -0.22], [-0.02, 0.02, 0.05], [0.01, -0.02, -0.02], [-0.08, 0.03, -0.13], [-0.02, 0.01, 0.01], [0.03, 0.01, 0.00], [-0.12, -0.11, -0.09], [0.01, -0.08, -0.18], [0.03, 0.05, 0.03], [-0.06, -0.07, -0.04], [0.01, 0.01, 0.01], [-0.02, 0.01, -0.05], [-0.06, 0.02, 0.05], [0.03, -0.01, -0.02], [-0.02, 0.00, 0.00], [-0.08, -0.06, 0.06], [0.00, 0.01, -0.01], [-0.04, -0.01, 0.01], [0.08, -0.17, 0.06], [0.01, -0.02, 0.00], [-0.03, -0.01, 0.07], [0.45, 0.48, 0.11], [-0.42, -0.55, -0.14], [0.13, 0.02, 0.06], [0.04, -0.01, -0.02], [0.01, -0.01, -0.01], [-0.02, 0.02, 0.00], [-0.08, -0.06, -0.04], [0.03, 0.03, -0.01], [0.04, 0.03, 0.03], [-0.01, 0.00, 0.00], [0.01, -0.01, 0.01], [-0.02, -0.01, 0.00], [0.00, -0.01, 0.00], [0.07, 0.02, -0.02], [0.01, 0.00, 0.00], [0.00, 0.02, -0.02], [0.00, 0.00, 0.00], [0.01, -0.01, 0.01], [0.01, -0.02, 0.00], [-0.02, 0.00, -0.02], [-0.01, 0.02, 0.01], [0.01, 0.00, 0.00], [0.06, 0.00, 0.01], [0.01, 0.00, 0.00], [0.01, 0.00, 0.00], [0.02, 0.01, -0.02], [0.02, 0.00, 0.00], [0.01, -0.01, 0.00], [0.01, -0.01, -0.01], [0.02, 0.03, 0.00], [0.01, 0.01, 0.01], [-0.04, 0.01, -0.01], [0.06, 0.05, -0.02], [0.01, -0.03, 0.01], [0.02, 0.00, -0.01], [0.00, 0.01, 0.00], [0.02, 0.01, 0.02], [0.00, 0.00, 0.00], [0.01, 0.01, -0.01], [-0.01, 0.04, 0.00], [0.00, 0.03, 0.04], [0.00, 0.00, 0.00], [0.57, 0.08, 0.09], [-0.03, 0.00, 0.01], [0.00, 0.03, -0.01], [0.00, 0.00, 0.00], [0.02, 0.00, 0.00], [0.00, 0.00, -0.01], [0.00, 0.00, 0.01], [0.00, -0.02, -0.02]],
  "lowdin_charge": [0.785, 1.089, 1.102, -0.175, -0.109, 0.119, -0.043, -0.380, -0.121, -0.019, 0.020, -0.204, -0.063, -0.013, -0.038, -0.097, -0.018, -0.367, -0.038, -0.106, -0.038, -0.029, -0.046, -0.202, -0.086, -0.190, -0.156, -0.185, -0.109, -0.027, 0.023, -0.159, -0.026, -0.125, -0.049, -0.058, -0.031, -0.051, 0.010, -0.037, 0.028, -0.027, -0.037, -0.293, -0.016, -0.011, -0.376, -0.344, -0.143, -0.168, -0.007, -0.088, -0.110, 0.067, 0.108, 0.123, 0.123, 0.126, 0.124, 0.103, 0.113, 0.095, 0.128, 0.141, 0.075, 0.124, 0.127, 0.074, 0.102, 0.145, 0.100, 0.135, 0.097, 0.126, 0.093, 0.128, 0.124, 0.087, 0.102, 0.126, 0.104, 0.097, 0.128, 0.125, 0.183, 0.134, 0.113, 0.089, 0.020, 0.115, 0.136, 0.094, 0.130, 0.127, 0.107, 0.126]
}

=====

No. 2
{
  "formula": "C41H34FeO6P2",
  "method": "ωB97M-V/def2-TZVPD",
  "lumo_energy_ev": [0.222, 0.196],
  "e_tot_ha": -3980.6413,
  "multiplicity": 5,
  "symbols": ["Fe", "P", "P", "O", "O", "O", "O", "O", "O", "C", "C", "C", "C", "C", "C", "C", "C", "C", "C", "C", "C", "C", "C", "C", "C", "C", "C", "C", "C", "C", "C", "C", "C", "C", "C", "C", "C", "C", "C", "C", "C", "C", "C", "C", "C", "C", "C", "C", "C", "C", "H", "H", "H", "H", "H", "H", "H", "H", "H", "H", "H", "H", "H", "H", "H", "H", "H", "H", "H", "H", "H", "H", "H", "H", "H", "H", "H", "H", "H", "H", "H", "H", "H", "H"],
  "positions_angstrom": [[0.7024, 1.9168, -1.3977], [1.0970, 0.3686, 0.4636], [-0.9638, -1.3018, 2.1934], [1.5010, 0.2831, -2.8762], [-0.5630, 3.2015, -0.5812], [-1.4761, -3.3826, -7.0188], [-0.4837, 1.2514, -2.8759], [2.0688, 3.4241, -1.1682], [-2.9089, -1.6718, -6.5819], [0.0259, 5.9736, 2.4225], [3.6898, -2.4565, -0.4667], [-0.2612, -3.2811, 0.1605], [3.3389, 5.0657, -0.1263], [0.2535, -2.6838, -5.4119], [-2.8441, -1.2878, 2.0114], [-0.1433, -5.2927, 2.1298], [0.6152, -1.7065, -4.5100], [-4.9757, -0.1757, 2.3451], [1.3400, 1.3860, 1.9487], [-3.5060, -2.2659, 1.3270], [0.8997, 4.6893, 0.5002], [0.3193, 0.4164, -3.3446], [-3.5749, -0.2582, 2.5678], [-0.2207, -0.5821, -4.2839], [2.7794, 2.6296, 3.3753], [-1.7368, -1.4077, -5.9074], [-0.6266, -0.1989, 0.6640], [2.2892, -0.9274, 0.7294], [-1.3943, -0.4537, -4.9866], [3.4553, -2.5105, 1.9859], [-0.4907, -2.9560, 1.5221], [1.6668, 3.1920, 4.0377], [-4.8483, -2.2015, 1.1205], [4.0227, -2.9554, 0.7787], [-1.4725, 4.5054, 1.1814], [-0.0650, -5.5962, 0.7724], [2.0631, 4.3515, -0.3222], [-2.5647, -2.6419, -7.5602], [2.5031, -1.5308, 1.9527], [2.6165, 1.7705, 2.3823], [-0.9020, -2.4747, -6.1325], [2.8064, -1.3731, -0.4707], [-5.6195, -1.1807, 1.6848], [0.2764, 1.9836, 2.6385], [-1.2457, 5.3977, 2.1798], [-0.3659, 4.1459, 0.3280], [1.0494, 5.5592, 1.5616], [0.3978, 2.8241, 3.7233], [-0.0558, -4.6414, -0.1967], [-0.4571, -3.9938, 2.4665], [3.8434, 4.5270, 0.7432], [3.2065, 6.1063, 0.0661], [4.6800, -3.7949, 0.8030], [-0.8540, -0.7576, -0.2568], [2.1034, 5.8485, 1.7123], [4.0400, 4.9982, -0.9547], [-2.9741, -3.1372, 0.9971], [3.7505, -3.0494, 2.8999], [0.1952, 6.7553, 3.1258], [2.5771, -0.8981, -1.3964], [-2.2817, -2.0626, -8.4780], [-2.0144, 0.4642, -4.8266], [4.0884, -2.7681, -1.4638], [-3.1862, 0.5511, 3.1276], [-0.5645, -3.8326, 3.4846], [-5.4449, 0.6755, 2.8114], [-0.7049, 1.6687, 2.3532], [0.7982, -3.5729, -5.5986], [1.7594, 3.9308, 4.8160], [-0.4352, 3.2703, 4.2331], [3.8319, 2.8256, 3.6765], [0.1475, -6.6943, 0.4844], [-0.2720, -2.4816, -0.5495], [-0.0581, -6.0129, 2.9293], [-3.4429, -3.1754, -7.7503], [-1.2553, 0.6596, 0.6149], [0.0189, -4.8950, -1.2152], [3.4267, 1.2877, 1.7968], [1.6074, -1.7137, -3.9585], [-2.0300, 5.5952, 2.8311], [-2.4594, 4.0488, 0.9973], [1.9745, -1.1659, 2.8169], [-5.3740, -2.9562, 0.5595], [-6.7092, -1.1903, 1.6331]],
  "atomic_forces_ev_per_a": [[0.14, 0.54, -0.01], [-0.48, 1.47, 0.70], [-0.54, 0.68, -0.83], [-1.13, 0.82, -0.49], [-0.17, 0.81, 1.00], [-0.14, 0.64, 0.10], [-0.59, 1.18, 0.16], [0.03, 0.45, 0.53], [-0.26, 0.97, 0.23], [0.58, -1.09, -2.02], [-0.24, 0.87, -0.53], [-0.12, -0.94, 1.64], [1.45, -0.69, 0.91], [-0.44, 0.28, -0.44], [1.70, 0.49, 0.88], [-0.72, 0.46, -0.72], [0.95, 0.84, 0.94], [1.77, 0.20, 1.07], [-0.73, 1.39, 0.97], [0.13, -0.95, -0.55], [0.49, 0.04, -0.04], [0.90, -1.46, 0.79], [-1.71, 0.06, -0.96], [2.13, -1.61, -0.85], [1.29, 1.95, 2.50], [-0.07, -1.02, -0.16], [0.62, -2.08, 0.26], [-1.37, 0.24, -1.13], [-1.76, 2.15, 0.08], [0.57, -1.29, -0.07], [-0.40, -0.40, -0.75], [1.21, 0.30, 0.62], [-1.71, 0.09, 0.24], [-0.03, -0.55, -0.16], [0.76, -0.28, -1.02], [1.34, -3.34, 0.37], [-0.87, -1.16, -0.68], [1.09, 2.08, -0.12], [0.49, 0.34, 0.07], [-0.18, -2.79, -3.39], [0.16, -1.02, 0.02], [1.14, -0.99, 0.34], [-0.40, -0.21, -0.46], [-0.68, -1.62, -0.78], [1.24, 0.15, -0.21], [-1.84, -2.64, -1.62], [0.90, 1.48, 1.62], [0.52, 0.06, -0.81], [-0.72, 2.37, 0.65], [0.84, -0.10, -1.35], [-0.52, 0.94, -0.79], [-0.02, 0.65, 0.50], [0.56, -0.41, 0.23], [-0.12, 0.17, 0.25], [-0.89, 0.43, 0.38], [-0.35, -0.42, -0.26], [0.26, -0.18, -0.41], [-0.28, 0.48, -0.40], [0.04, 0.13, 0.64], [-0.33, 0.42, -0.45], [0.28, -0.68, 0.45], [0.45, -1.06, -0.07], [-0.14, -0.14, 1.32], [0.91, 0.52, 0.49], [-0.36, 0.86, 1.82], [-0.53, -0.04, -0.08], [-0.59, 0.09, -0.16], [0.68, -0.60, -0.01], [0.54, 0.06, 0.23], [-0.32, -0.09, 0.00], [-1.00, 0.29, 0.00], [-0.48, 1.88, 0.37], [0.08, -0.06, -0.58], [0.00, -0.30, -0.21], [-0.97, -1.45, -0.17], [-0.52, 0.76, 0.23], [0.25, -0.31, -1.08], [-0.04, 0.62, 0.83], [-1.52, -0.21, -0.77], [-1.40, 0.65, 1.11], [0.73, 0.22, 0.10], [0.03, -0.03, 0.30], [0.10, -0.33, -0.05], [0.31, 0.01, -0.28]],
  "mulliken_spin": [3.787, 0.007, 0.003, 0.032, 0.068, 0.000, 0.051, 0.028, 0.000, 0.011, -0.001, 0.000, 0.002, -0.001, 0.000, 0.000, 0.007, 0.000, 0.002, 0.000, -0.006, -0.033, 0.001, -0.001, -0.002, 0.001, -0.008, 0.023, 0.005, 0.000, 0.001, 0.004, 0.000, 0.000, 0.016, 0.000, 0.008, 0.000, -0.002, -0.002, 0.003, 0.004, 0.000, -0.001, -0.006, 0.004, -0.011, -0.002, 0.000, 0.000, 0.001, -0.001, 0.000, 0.004, -0.001, 0.000, 0.000, 0.000, 0.001, -0.008, 0.000, 0.003, 0.000, 0.000, 0.000, 0.000, 0.000, 0.000, 0.000, 0.000, 0.000, 0.000, -0.001, 0.000, 0.000, 0.005, 0.000, 0.000, 0.003, 0.000, 0.000, -0.001, 0.000, 0.000]
}

=====

Number 1 is which compound?
C47H43GeN2OPRh